14
Properties=species:S:1:pos:R:3:mulliken_charge:R:1 method="wB97M-V/def2-TZVPD" relative_energy_kcal_mol=28.4 mol_weight_g_mol=64.11 total_energy_ha=-211.91311 orbital_gap_ha=0.39269 largest_force_ev_per_a=2.802 homo_ev=-14.70 total_charge=+1
N -2.10 -1.13 -0.76 -0.412
H -2.16 -2.12 -0.51 0.371
H -1.90 -0.90 -1.74 0.371
H -1.57 -0.45 -0.23 0.266
H -3.08 -0.87 -0.56 0.421
C 0.61 0.23 0.65 -0.167
O 0.15 0.43 -0.73 -0.600
C 2.00 0.94 0.77 -1.208
H 0.67 -0.84 0.89 0.268
H -0.27 0.61 1.17 0.332
H 0.89 0.81 -1.23 0.304
H 1.82 1.88 0.26 0.342
H 2.67 0.34 0.18 0.369
H 2.28 1.05 1.83 0.344

=====

10
Properties=species:S:1:pos:R:3:mulliken_charge:R:1 method="wB97M-V/def2-TZVPD" smiles="[H]/N=C1/O[C@@H]1[NH3+]" relative_energy_kcal_mol=100.3 mol_weight_g_mol=73.07 total_energy_ha=-263.55439 orbital_gap_ha=0.38021 largest_force_ev_per_a=5.987 homo_ev=-14.29 total_charge=+1
H -3.06 1.37 -0.55 0.324
N -2.82 0.57 0.06 -0.462
C -1.86 -0.16 -0.18 0.639
O -1.07 -1.11 0.24 -0.300
C -0.18 -0.35 -0.50 -0.279
N 1.10 -0.14 0.22 -0.172
H 0.04 -0.77 -1.56 0.252
H 1.23 -0.92 0.74 0.291
H 1.11 0.68 0.82 0.343
H 1.68 0.15 -0.52 0.364

=====

77
Properties=species:S:1:pos:R:3:lowdin_spin:R:1 method="wB97M-V/def2-TZVPD" s2=2.0102 relative_energy_kcal_mol=2.0 mol_weight_g_mol=674.49 total_energy_ha=-3762.31189 orbital_gap_ha="0.25802 / 0.12904" largest_force_ev_per_a=3.395 homo_ev="-6.95 / -6.81" total_charge=0 multiplicity=3
Ti -0.43 2.06 -4.26 0.530
C -1.75 1.98 -5.73 0.001
C -1.28 0.62 -5.55 -0.003
C -0.28 0.10 -6.56 0.012
C 1.08 0.82 -6.55 0.037
C 1.29 1.66 -5.29 0.126
C 1.13 3.03 -5.11 0.206
C 0.04 3.85 -5.75 0.035
C -1.03 3.02 -6.53 -0.001
C 0.44 2.79 -2.42 0.007
H -2.80 2.17 -5.50 0.000
H -2.01 -0.13 -5.24 -0.001
H -0.74 0.25 -7.55 0.001
H -0.13 -0.99 -6.49 0.001
H 1.90 0.08 -6.59 0.005
H 1.22 1.38 -7.50 0.002
H 2.00 1.19 -4.61 0.003
H 1.83 3.59 -4.46 0.007
H 0.52 4.58 -6.42 0.017
H -0.45 4.49 -4.97 0.007
H -1.80 3.74 -6.82 0.000
H -0.60 2.61 -7.45 0.000
H -0.42 3.38 -2.07 0.006
H 1.25 3.51 -2.54 0.001
H 0.67 2.06 -1.63 0.000
P 1.39 -0.60 -2.58 0.011
P -2.00 -1.37 -2.13 0.414
N 3.21 -0.15 -3.25 0.000
N 2.08 -1.69 -1.48 0.002
N -2.83 -0.03 -2.81 0.040
N -3.25 -2.38 -1.70 0.064
C 0.55 -1.73 -3.71 0.003
C -0.92 -2.19 -3.42 0.132
C 3.68 1.17 -3.17 0.000
C 4.96 1.25 -3.71 0.000
C 5.31 -0.06 -4.15 0.000
C 4.23 -0.89 -3.84 0.000
C 2.91 -1.19 -0.46 0.000
C 3.80 -2.17 -0.09 0.000
C 3.55 -3.32 -0.92 0.000
C 2.49 -3.00 -1.75 0.000
C -2.37 1.36 -2.69 0.003
C -3.41 2.15 -3.22 0.001
C -4.34 1.29 -3.83 0.004
C -3.93 -0.02 -3.65 0.008
C -4.65 -2.44 -1.84 -0.001
C -5.15 -3.42 -0.99 0.030
C -4.03 -3.98 -0.26 0.010
C -2.90 -3.34 -0.71 0.016
H 1.17 -2.62 -3.82 0.001
H 0.58 -1.23 -4.68 0.001
H -1.54 -2.15 -4.34 0.018
H -0.88 -3.25 -3.08 0.000
H 3.03 1.97 -2.83 0.000
H 5.56 2.16 -3.82 0.000
H 6.22 -0.35 -4.66 0.000
H 4.12 -1.95 -4.02 0.000
H 2.76 -0.18 -0.11 0.000
H 4.55 -2.08 0.69 0.000
H 4.06 -4.27 -0.90 0.000
H 1.97 -3.59 -2.47 0.000
H -1.77 1.56 -1.81 -0.001
H -3.39 3.24 -3.27 0.000
H -5.23 1.59 -4.37 0.000
H -4.34 -0.93 -4.06 0.000
H -5.18 -1.78 -2.51 -0.001
H -6.19 -3.73 -0.89 0.002
H -4.07 -4.73 0.51 0.000
H -1.88 -3.43 -0.40 0.001
F -1.48 1.28 2.29 0.001
C -0.53 0.39 1.94 0.012
F 0.63 1.07 1.77 0.001
F -0.37 -0.49 2.95 0.002
S -0.99 -0.51 0.36 -0.001
O -2.47 -0.53 0.32 0.092
O -0.41 0.42 -0.63 0.105
O -0.29 -1.78 0.45 0.028

=====

81
Properties=species:S:1:pos:R:3:lowdin_spin:R:1 method="wB97M-V/def2-TZVPD" s2=6.0587 relative_energy_kcal_mol=0.0 mol_weight_g_mol=866.55 total_energy_ha=-2096.65797 orbital_gap_ha="0.22000 / 0.14023" largest_force_ev_per_a=2.058 homo_ev="-13.91 / -14.15" total_charge=+3 multiplicity=5
Os -1.89 1.68 1.14 1.689
N -2.93 -0.32 2.05 0.117
C -4.27 0.10 2.48 0.011
C -4.15 1.43 3.22 0.003
N -3.50 2.45 2.38 0.015
C -4.47 3.26 1.52 0.007
C -4.71 2.61 0.17 0.002
N -3.39 2.23 -0.36 0.019
H -2.96 -1.02 1.31 0.027
H -2.40 -0.78 2.79 0.003
H -4.79 -0.61 3.15 0.002
H -4.89 0.23 1.63 0.004
H -3.56 1.29 4.14 0.000
H -5.18 1.73 3.50 0.000
H -3.09 3.14 3.01 0.009
H -4.01 4.22 1.36 0.002
H -5.42 3.44 2.09 0.000
H -5.28 3.32 -0.45 0.000
H -5.33 1.71 0.26 0.001
H -3.00 3.00 -0.90 0.011
H -3.51 1.46 -1.04 0.011
C 11.86 0.83 1.25 0.008
O 10.86 0.75 0.25 0.165
C 9.59 0.78 0.49 0.130
C 9.01 0.84 1.79 0.098
C 7.67 0.89 1.93 0.032
C 6.82 0.91 0.77 0.207
C 7.42 0.91 -0.54 0.006
C 8.74 0.77 -0.70 0.081
C 5.37 0.96 0.85 -0.008
N 4.56 0.98 -0.20 0.088
C 3.31 0.96 0.30 0.020
C 3.35 0.92 1.67 0.071
N 4.67 0.92 2.04 0.022
C 2.16 0.97 2.46 0.003
C 2.14 0.96 3.89 0.017
C 0.93 1.06 4.50 -0.003
C -0.23 1.19 3.71 0.022
N -0.25 1.29 2.40 0.015
C 0.95 1.15 1.76 0.034
C 0.92 1.19 0.35 0.023
N -0.32 1.30 -0.19 0.032
C -0.39 1.19 -1.52 0.032
C 0.71 1.01 -2.35 0.004
C 1.98 0.95 -1.82 0.017
C 2.07 1.01 -0.44 0.005
H 12.78 0.79 0.71 0.000
H 11.79 -0.02 1.93 0.004
H 11.76 1.75 1.82 0.004
H 9.64 0.77 2.66 0.004
H 7.23 0.86 2.92 -0.002
H 6.79 0.97 -1.42 -0.003
H 9.27 0.64 -1.62 0.002
H 5.06 0.88 2.99 0.000
H 3.07 0.93 4.45 0.001
H 0.80 1.03 5.57 -0.001
H -1.17 1.33 4.21 0.001
H -1.38 1.25 -1.94 0.013
H 0.52 0.88 -3.41 0.000
H 2.86 0.81 -2.47 0.001
C -5.82 -5.11 -5.53 0.019
C -5.33 -4.24 -4.43 0.093
C -6.03 -3.14 -3.98 0.005
C -5.52 -2.27 -3.03 0.055
C -6.36 -1.11 -2.61 0.006
C -4.25 -2.59 -2.48 0.098
Te -3.37 -1.36 -1.11 0.583
C -3.55 -3.78 -2.85 0.046
C -2.20 -4.22 -2.35 0.004
C -4.07 -4.56 -3.85 -0.003
H -6.63 -4.66 -6.06 0.000
H -6.15 -6.07 -5.14 0.007
H -5.01 -5.29 -6.22 0.004
H -7.01 -2.90 -4.40 -0.001
H -7.27 -1.10 -3.20 0.000
H -5.85 -0.16 -2.79 0.003
H -6.63 -1.12 -1.55 0.003
H -1.42 -3.71 -2.91 0.002
H -2.06 -5.26 -2.53 0.000
H -2.00 -4.01 -1.30 0.001
H -3.60 -5.49 -4.17 -0.001

=====

37
Properties=species:S:1:pos:R:3:lowdin_spin:R:1 method="wB97M-V/def2-TZVPD" s2=6.0761 relative_energy_kcal_mol=12.8 mol_weight_g_mol=550.30 total_energy_ha=-1124.74046 orbital_gap_ha="0.24613 / 0.21512" largest_force_ev_per_a=3.775 homo_ev="-14.77 / -16.38" total_charge=+2 multiplicity=5
C 3.74 1.16 -0.86 0.044
C 3.07 0.20 -1.86 0.021
H 3.21 2.12 -0.80 0.033
H 4.76 1.36 -1.22 0.003
H 3.83 0.76 0.16 0.003
H 2.01 0.43 -2.07 0.007
H 3.58 0.24 -2.83 0.004
H 3.16 -0.82 -1.49 0.002
Pt 0.92 0.07 -0.14 0.772
C 1.84 -1.75 0.09 -0.009
H 1.92 -2.20 -0.91 -0.001
H 1.27 -2.43 0.74 0.002
H 2.82 -1.51 0.51 0.007
I 0.63 2.68 -0.18 0.863
C -2.81 0.52 4.21 0.229
C -2.93 -0.79 3.72 -0.001
C -2.10 -1.22 2.70 0.151
C -1.15 -0.34 2.16 0.182
C -0.95 0.93 2.72 0.101
C -1.81 1.37 3.73 0.063
N -0.62 -0.72 0.90 0.428
N -1.19 -1.84 0.43 0.474
C -1.13 -1.85 -0.93 0.030
C -1.86 -2.70 -1.78 0.128
C -1.86 -2.45 -3.15 -0.013
C -1.06 -1.40 -3.65 0.132
C -0.28 -0.65 -2.79 0.050
N -0.33 -0.88 -1.46 0.261
H -3.50 0.86 4.98 0.009
H -3.68 -1.48 4.10 -0.003
H -2.24 -2.18 2.19 0.005
H -0.21 1.60 2.29 0.013
H -1.72 2.37 4.14 0.000
H -2.37 -3.53 -1.30 0.005
H -2.45 -3.06 -3.84 -0.003
H -1.03 -1.17 -4.71 0.006
H 0.38 0.16 -3.09 0.003

=====

19
Properties=species:S:1:pos:R:3:mulliken_charge:R:1 method="wB97M-V/def2-TZVPD" smiles=CCC.CC relative_energy_kcal_mol=38.7 mol_weight_g_mol=74.17 total_energy_ha=-198.82755 orbital_gap_ha=0.42623 largest_force_ev_per_a=3.714 homo_ev=-10.48 total_charge=0
C 0.22 2.13 1.06 -0.870
C 0.62 0.85 1.85 -0.206
C 0.58 -0.53 1.18 -0.816
H 1.17 2.72 1.14 0.214
H 0.01 2.05 0.03 0.275
H -0.66 2.63 1.54 0.270
H -0.15 0.75 2.64 0.170
H 1.65 0.95 2.26 0.332
H -0.35 -1.13 1.37 0.235
H 1.31 -1.16 1.67 0.356
H 0.56 -0.59 0.10 -0.062
C -1.08 -1.64 -1.68 -0.926
C -0.23 -0.52 -2.11 -0.603
H -1.76 -1.44 -0.88 0.316
H -1.72 -1.90 -2.47 0.355
H -0.46 -2.60 -1.32 0.232
H -0.83 0.34 -2.40 0.305
H 0.41 -0.06 -1.34 0.163
H 0.71 -0.85 -2.65 0.260

=====

60
Properties=species:S:1:pos:R:3:mulliken_charge:R:1 method="wB97M-V/def2-TZVPD" relative_energy_kcal_mol=187.2 mol_weight_g_mol=360.30 total_energy_ha=-1528.58457 orbital_gap_ha=0.36270 largest_force_ev_per_a=9.704 homo_ev=-10.05 total_charge=0
O -0.89 -3.45 -1.87 -0.686
H -1.78 -3.70 -1.63 0.296
H -0.40 -3.17 -1.02 0.368
O -1.11 -1.31 -3.96 -0.628
H -1.14 -1.98 -3.15 0.336
H -1.87 -1.85 -4.46 0.323
O 0.81 -2.34 4.29 -0.612
H 1.45 -2.53 5.02 0.296
H 0.78 -1.26 4.57 0.325
O -3.77 -1.27 -1.60 -0.551
H -4.09 -1.18 -2.39 0.267
H -2.94 -0.75 -1.82 0.270
O 4.09 2.51 -0.41 -0.607
H 4.06 1.85 -1.01 0.247
H 4.83 3.03 -0.77 0.299
O 1.03 2.91 4.45 -0.590
H 1.41 2.61 3.70 0.236
H 0.12 2.63 4.08 0.364
O -4.03 2.41 -1.70 -0.605
H -4.69 2.95 -1.20 0.292
H -3.93 2.87 -2.51 0.268
O -0.95 3.76 -1.38 -0.608
H -0.50 3.99 -2.17 0.335
H -0.40 3.14 -1.01 0.265
O 3.25 1.50 -4.21 -0.605
H 4.07 1.24 -3.87 0.266
H 2.62 0.91 -3.76 0.327
O 1.89 -2.25 -0.85 -0.571
H 1.80 -2.68 0.07 0.373
H 1.82 -2.80 -1.61 0.217
O 3.78 1.69 2.47 -0.606
H 3.76 2.59 2.88 0.322
H 3.84 2.14 1.59 0.330
O -2.32 -0.34 3.64 -0.650
H -3.18 -0.21 3.27 0.365
H -2.34 -0.47 4.57 0.269
O 3.43 -1.33 1.30 -0.534
H 3.92 -0.67 1.88 0.300
H 2.86 -1.02 0.74 0.281
O -0.03 1.05 0.12 -0.481
H 0.58 1.03 0.94 0.275
H -0.79 0.58 0.39 0.206
O -0.59 -1.94 0.20 -0.674
H -1.20 -2.41 0.63 0.248
H 0.42 -2.11 0.27 0.384
O 1.57 0.25 -2.10 -0.598
H 1.67 -0.50 -1.38 0.210
H 0.49 0.19 -2.05 0.330
O 0.70 2.63 -3.05 -0.632
H 1.04 2.03 -2.37 0.430
H 0.84 2.24 -3.89 0.262
O -4.81 0.72 0.43 -0.756
H -4.16 1.18 -0.12 0.388
H -4.67 -0.19 0.11 0.350
O -4.60 0.49 3.26 -0.666
H -4.91 -0.38 3.36 0.338
H -4.51 0.55 2.33 0.434
O 2.25 -4.51 0.98 -0.618
H 2.77 -4.20 1.63 0.280
H 2.66 -4.85 0.18 0.310

=====

68
Properties=species:S:1:pos:R:3:mulliken_charge:R:1 method="wB97M-V/def2-TZVPD" relative_energy_kcal_mol=12.2 mol_weight_g_mol=525.40 total_energy_ha=-3513.34995 orbital_gap_ha="0.28161 / 0.28848" largest_force_ev_per_a=0.128 homo_ev="-9.67 / -9.86" total_charge=+1
Ni 0.23 0.43 -0.05 -0.169
N -1.71 0.06 -0.14 -0.313
C -1.77 -1.41 -0.29 1.933
C -3.16 -1.95 -0.66 -1.069
C -3.78 -2.93 0.36 0.472
C -3.29 -4.37 0.19 -1.831
N -1.83 -4.45 0.18 -0.040
C -1.06 -4.42 1.25 0.618
N -1.54 -4.62 2.48 -0.227
N 0.25 -4.19 1.09 -0.344
C -0.62 -1.82 -1.25 0.260
O -0.55 -2.99 -1.64 -0.881
O 0.20 -0.90 -1.53 -0.620
H -2.30 0.34 0.65 -0.229
H -2.06 0.51 -0.98 0.378
H -1.48 -1.81 0.69 -0.698
H -3.14 -2.41 -1.65 0.239
H -3.83 -1.09 -0.74 0.443
H -4.86 -2.94 0.24 0.535
H -3.57 -2.56 1.37 -0.118
H -3.63 -4.77 -0.76 0.409
H -3.70 -5.02 0.96 0.426
H -1.39 -4.05 -0.68 0.374
H -2.51 -4.84 2.62 0.165
H -0.92 -4.72 3.25 0.230
H 0.57 -3.91 0.18 0.298
H 0.80 -3.89 1.89 0.160
N 2.18 0.50 -0.32 -0.333
C 2.63 1.73 -0.99 -0.563
C 1.76 2.04 -2.19 -0.683
N 0.38 2.32 -1.75 -0.434
H 2.68 0.39 0.56 0.236
H 2.37 -0.30 -0.92 0.412
H 3.67 1.65 -1.30 0.455
H 2.57 2.54 -0.26 0.299
H 1.73 1.17 -2.84 0.314
H 2.21 2.86 -2.75 0.454
H -0.24 2.29 -2.55 0.239
H 0.32 3.26 -1.38 0.220
S 1.80 1.39 2.59 -0.183
C 0.18 1.21 1.75 0.238
N -0.52 0.29 2.69 -0.199
C 0.33 -0.67 3.23 -0.060
C -0.03 -1.87 3.80 -0.666
C 0.97 -2.70 4.31 -0.992
C 2.30 -2.32 4.24 -0.514
C 2.66 -1.09 3.68 -0.599
C 1.67 -0.26 3.19 0.574
H -0.32 2.18 1.81 0.711
H -1.09 -2.13 3.87 0.563
H 0.71 -3.62 4.81 0.474
H 3.07 -2.97 4.64 0.443
H 3.70 -0.79 3.66 0.499
C -5.94 -0.50 2.23 -0.858
Si -4.81 0.39 3.43 -0.318
C -5.17 2.22 3.44 -1.025
C -4.96 -0.38 5.12 -1.022
C -3.05 0.17 2.89 -0.564
C -1.84 0.24 2.83 0.546
H -6.98 -0.31 2.47 0.433
H -5.77 -1.57 2.27 0.227
H -5.77 -0.17 1.20 0.283
H -6.20 2.40 3.76 0.332
H -5.04 2.66 2.45 0.326
H -4.50 2.74 4.13 0.328
H -5.98 -0.29 5.49 0.357
H -4.30 0.11 5.84 0.322
H -4.71 -1.44 5.09 0.331